{"formula": "C3H7FN2OS", "method": "wB97M-V/def2-TZVPD", "e_homo_ev": -9.840, "gap_ev": 10.45, "max_force_ev_per_a": 2.5, "molar_mass_g_mol": 138.2, "energy_ev": -21804.593, "e_lumo_ev": 0.609, "symbols": ["C", "C", "C", "H", "H", "H", "H", "H", "H", "H", "N", "N", "O", "F", "S"], "coordinates": [[1.7196, -0.2593, -0.2310], [0.5588, 0.5198, -0.7967], [-0.8304, -0.1930, -0.5747], [1.2290, 0.1649, 1.6131], [0.8564, -1.3972, 1.2254], [1.9603, -1.1745, -0.8695], [2.6483, 0.3101, -0.2701], [0.6384, 0.8375, -1.8640], [-1.5129, 1.4876, 0.2062], [-3.0340, -0.6382, 1.3049], [1.5386, -0.6619, 1.1418], [-1.8391, 0.6501, -0.2145], [-0.9537, -1.3660, -0.8818], [0.4510, 1.6697, 0.0102], [-3.4304, 0.0503, 0.2008]]}



{"formula": "C3H7FN3", "method": "wB97M-V/def2-TZVPD", "e_homo_ev": -12.629, "gap_ev": 8.71, "charge": 1, "max_force_ev_per_a": 2.7, "molar_mass_g_mol": 104.1, "energy_ev": -10403.220, "e_lumo_ev": -3.923, "symbols": ["C", "C", "C", "N", "N", "N", "F", "H", "H", "H", "H", "H", "H", "H"], "coordinates": [[-1.1680, -0.4482, -0.4495], [1.6169, 0.4599, 0.0983], [-0.3264, -1.2006, 0.2807], [-1.7599, 0.6514, 0.1262], [0.9634, 1.4201, 0.1160], [2.4586, -0.4819, 0.1378], [0.4004, -2.2259, -0.2497], [-1.2356, -0.5095, -1.5631], [-0.0240, -1.0995, 1.2641], [-2.5093, 1.0435, -0.4611], [-2.0312, 0.7766, 1.0791], [0.7253, 2.3443, -0.1763], [3.3408, -0.2895, 0.5928], [2.1455, -1.4214, 0.0484]]}



{"formula": "C3H7FN3O4", "method": "wB97M-V/def2-TZVPD", "e_homo_ev": -14.756, "gap_ev": 10.43, "charge": 1, "max_force_ev_per_a": 3.7, "molar_mass_g_mol": 168.1, "energy_ev": -18587.624, "e_lumo_ev": -4.326, "symbols": ["C", "C", "C", "N", "N", "N", "O", "O", "O", "O", "F", "H", "H", "H", "H", "H", "H", "H"], "coordinates": [[1.1841, -0.3433, 0.6146], [0.2037, 0.2016, -0.3928], [2.6714, -0.0570, -0.1999], [3.0515, 1.3925, 0.0502], [3.9342, -1.1061, 0.2192], [-1.0775, 0.4810, 0.2670], [2.4497, 2.1533, -0.7265], [3.7269, 1.6018, 1.0047], [3.6425, -1.9493, 1.0369], [4.8748, -0.9030, -0.4741], [2.4965, -0.1952, -1.4750], [1.1984, -1.4870, 0.6701], [1.2226, 0.1846, 1.6743], [0.0470, -0.5283, -1.2132], [0.7177, 1.0991, -0.8735], [-1.4989, -0.3118, 0.7240], [-1.7974, 0.8148, -0.3794], [-0.9323, 1.2261, 1.0584]]}



{"formula": "C3H7HgO3", "method": "wB97M-V/def2-TZVPD", "e_homo_ev": [-12.277, -12.276], "gap_ev": [7.76, 7.75], "charge": 1, "max_force_ev_per_a": 4.7, "molar_mass_g_mol": 291.7, "energy_ev": -13527.955, "e_lumo_ev": [-4.522, -4.524], "symbols": ["O", "C", "C", "O", "C", "Hg", "H", "H", "H", "H", "H", "H", "O", "H"], "coordinates": [[0.1671, 1.5385, -0.4681], [-0.8765, 1.3131, 0.4349], [-0.9948, -0.1721, 0.7219], [-2.2838, -0.7265, 0.5416], [-2.0552, -0.8641, -0.7360], [1.3337, 0.1430, -0.3266], [-1.8397, 1.6930, 0.0310], [-0.7064, 1.8321, 1.3987], [-0.7994, -0.4453, 1.7672], [3.2056, -1.4893, 0.4854], [-2.3441, -1.8383, -1.1378], [-1.9887, -0.0837, -1.4993], [3.0308, -0.7476, -0.1058], [3.8481, -0.5498, -0.5783]]}



{"formula": "C3H7INO", "method": "wB97M-V/def2-TZVPD", "e_homo_ev": -14.255, "gap_ev": 9.90, "charge": 1, "max_force_ev_per_a": 3.6, "molar_mass_g_mol": 200.0, "energy_ev": -14854.490, "e_lumo_ev": -4.355, "symbols": ["C", "C", "C", "N", "O", "I", "H", "H", "H", "H", "H", "H", "H"], "coordinates": [[-0.4190, -0.3589, 0.5368], [-0.0234, 1.1485, 0.7130], [1.1811, 0.5032, -1.0053], [0.2014, -0.6844, -0.7235], [0.4299, 1.5172, -0.5493], [3.0762, -0.0516, 0.0800], [0.0891, -0.9451, 1.3672], [-1.4990, -0.6202, 0.4295], [-0.7841, 1.8630, 0.9892], [0.6777, 1.0234, 1.5160], [1.3997, 0.7946, -2.0398], [0.7474, -1.5851, -0.7853], [-0.5787, -0.8879, -1.3445]]}



{"formula": "C3H7INO2S", "method": "wB97M-V/def2-TZVPD", "e_homo_ev": -14.613, "gap_ev": 8.32, "charge": 1, "max_force_ev_per_a": 9.9, "molar_mass_g_mol": 248.1, "energy_ev": -27733.776, "e_lumo_ev": -6.295, "symbols": ["C", "C", "C", "N", "O", "O", "S", "I", "H", "H", "H", "H", "H", "H", "H"], "coordinates": [[0.3935, 1.6609, 0.4395], [1.3031, -1.1273, -0.8458], [-0.0525, -0.3454, -0.9715], [-0.2349, 0.5850, 0.1640], [-1.8305, 1.3511, 2.1121], [-2.8419, -0.0984, 0.0343], [-1.6116, 0.2930, 1.2180], [-0.9681, -1.6714, 2.4468], [0.0682, 2.3940, 1.1933], [1.3082, 1.9890, -0.1064], [1.4037, -2.0018, -0.2105], [1.5128, -1.5916, -1.8440], [2.1010, -0.4226, -0.5438], [-0.7004, -1.1779, -1.0926], [0.1495, 0.1634, -1.9933]]}



Which formula does entry 4 have?
C3H7HgO3